(1)
{"formula": "C16H24FN2O", "method": "ωB97M-V/def2-TZVPD", "relative_energy_kcal_mol": 0.0, "total_charge": 1, "e_tot_ev": -24721.836, "smiles": "C[C@@H]([NH2+]Cc1ccc(F)cc1)C(=O)NC1CCCCC1", "lumo_ev": -2.71, "orbital_gap_ev": 9.69, "symbols": ["C", "C", "N", "H", "C", "C", "C", "C", "C", "C", "C", "H", "H", "F", "H", "H", "H", "H", "H", "H", "C", "O", "N", "H", "C", "C", "C", "C", "C", "C", "H", "H", "H", "H", "H", "H", "H", "H", "H", "H", "H", "H", "H", "H"], "xyz": [[-0.016, -0.743, 3.044], [-0.476, -1.230, 1.678], [-1.740, -0.614, 1.193], [-1.411, -0.357, 0.178], [-2.228, 0.651, 1.806], [-3.380, 1.169, 0.985], [-3.134, 1.704, -0.277], [-4.176, 2.168, -1.055], [-5.467, 2.091, -0.556], [-5.736, 1.563, 0.696], [-4.683, 1.099, 1.462], [-4.880, 0.692, 2.443], [-6.752, 1.522, 1.054], [-6.479, 2.536, -1.304], [-4.005, 2.590, -2.032], [-2.123, 1.770, -0.652], [-1.408, 1.370, 1.795], [-2.540, 0.472, 2.836], [-2.514, -1.278, 1.151], [-0.608, -2.317, 1.704], [0.527, -0.894, 0.526], [0.034, -0.345, -0.457], [1.786, -1.235, 0.695], [2.050, -1.701, 1.549], [2.853, -1.013, -0.293], [3.038, 0.477, -0.580], [4.202, 0.669, -1.548], [3.950, -0.095, -2.844], [3.737, -1.577, -2.558], [2.572, -1.773, -1.589], [2.434, -2.834, -1.375], [1.656, -1.389, -2.040], [3.527, -2.111, -3.485], [4.645, -2.001, -2.126], [4.798, 0.032, -3.517], [3.066, 0.311, -3.339], [4.325, 1.732, -1.759], [5.124, 0.311, -1.086], [3.229, 1.013, 0.352], [2.125, 0.872, -1.026], [3.766, -1.406, 0.163], [-0.801, -0.876, 3.783], [0.278, 0.303, 3.024], [0.836, -1.327, 3.377]], "atomic_forces_ev_per_a": [[-0.1, 0.0, -0.1], [0.5, -0.1, 0.1], [0.1, 0.0, -0.7], [-0.3, -0.3, 0.6], [-0.4, 0.5, 0.1], [0.1, -0.1, 0.1], [-0.1, 0.0, 0.1], [-0.2, 0.0, 0.0], [0.1, -0.1, 0.2], [-0.1, 0.1, -0.2], [0.1, 0.0, -0.1], [0.0, 0.0, 0.1], [-0.1, 0.0, 0.0], [0.1, 0.0, 0.0], [0.0, 0.1, -0.1], [0.2, 0.0, -0.1], [0.0, -0.2, 0.0], [0.1, 0.0, -0.1], [0.1, 0.0, 0.0], [-0.1, 0.2, -0.1], [-0.6, -0.2, 0.6], [0.1, 0.2, -0.5], [0.3, -0.2, 0.2], [-0.1, 0.1, 0.0], [-0.2, 0.2, -0.5], [0.3, -0.1, 0.1], [-0.2, 0.1, -0.1], [0.3, -0.1, 0.1], [-0.2, 0.1, -0.1], [0.3, -0.1, 0.1], [-0.1, 0.0, 0.0], [0.0, 0.0, 0.0], [0.1, -0.1, 0.0], [0.1, -0.1, 0.0], [0.0, 0.0, -0.1], [0.0, 0.0, -0.1], [0.1, 0.0, 0.1], [0.1, 0.0, 0.0], [-0.1, 0.0, 0.0], [0.0, 0.0, 0.0], [-0.1, 0.0, 0.0], [0.0, 0.0, 0.1], [0.0, 0.1, 0.0], [0.1, 0.0, 0.0]]}

=====

(2)
{"formula": "C4H12", "method": "ωB97M-V/def2-TZVPD", "relative_energy_kcal_mol": 36.0, "e_tot_ev": -4340.965, "smiles": "CC.CC", "lumo_ev": 1.12, "orbital_gap_ev": 12.33, "symbols": ["C", "C", "H", "H", "H", "H", "H", "H", "C", "C", "H", "H", "H", "H", "H", "H"], "xyz": [[-1.944, -0.725, 0.666], [-1.557, 0.336, 1.692], [-3.054, -1.018, 0.743], [-2.000, -0.310, -0.321], [-1.251, -1.529, 0.864], [-0.932, 1.211, 1.422], [-1.140, -0.199, 2.657], [-2.484, 0.836, 2.063], [2.336, 0.625, -1.615], [1.171, -0.168, -0.951], [2.498, 0.152, -2.526], [2.375, 1.596, -1.505], [3.240, 0.428, -1.033], [0.385, 0.487, -0.862], [1.446, -0.562, 0.122], [0.911, -1.160, -1.415]], "atomic_forces_ev_per_a": [[-1.7, 0.6, 0.6], [-0.9, 0.3, 2.8], [1.7, -0.1, 0.7], [0.9, -0.1, -0.8], [-0.2, -0.6, -1.0], [0.1, -1.0, -0.2], [-0.5, 1.3, -1.9], [0.5, -0.3, -0.1], [0.5, -6.1, 2.4], [2.5, -2.3, 1.9], [0.4, 0.2, -2.1], [-1.0, 5.3, -0.4], [0.3, -0.7, 0.0], [-2.4, 0.9, 0.2], [-0.4, 1.2, -1.7], [0.1, 1.4, -0.2]]}

=====

(3)
{"formula": "C4H7NO", "method": "ωB97M-V/def2-TZVPD", "relative_energy_kcal_mol": 37.3, "e_tot_ev": -7798.025, "smiles": "C/N=C/CC=O", "lumo_ev": 1.07, "orbital_gap_ev": 10.80, "symbols": ["O", "C", "C", "C", "C", "N", "H", "H", "H", "H", "H", "H", "H"], "xyz": [[-1.964, 0.261, -1.702], [-1.063, 1.061, -1.790], [0.034, 1.221, -0.762], [-0.050, 0.171, 0.308], [0.798, -1.601, 1.542], [0.973, -0.504, 0.616], [-0.995, 1.740, -2.665], [-0.029, 2.243, -0.358], [1.009, 1.141, -1.256], [-1.042, -0.014, 0.747], [1.096, -2.516, 1.020], [-0.236, -1.721, 1.902], [1.470, -1.483, 2.398]], "atomic_forces_ev_per_a": [[0.4, 0.4, -0.1], [-0.2, -0.2, 0.0], [0.0, -0.1, 0.0], [0.2, -0.1, 0.0], [0.0, -0.2, 0.1], [-0.4, 0.2, -0.2], [0.0, -0.1, 0.1], [-0.1, -0.1, 0.0], [-0.1, 0.1, 0.0], [0.2, 0.0, 0.0], [0.0, 0.1, 0.1], [0.2, 0.1, 0.0], [-0.1, 0.0, -0.1]]}

=====

(4)
{"formula": "C5H12N2O", "method": "ωB97M-V/def2-TZVPD", "relative_energy_kcal_mol": 52.6, "e_tot_ev": -10406.144, "smiles": "[H]/N=C\\NCCCCO", "lumo_ev": 0.68, "orbital_gap_ev": 9.08, "symbols": ["C", "O", "C", "C", "C", "N", "C", "N", "H", "H", "H", "H", "H", "H", "H", "H", "H", "H", "H", "H"], "xyz": [[-1.366, 1.599, -0.373], [-1.990, 0.353, 0.125], [-0.355, 1.277, -1.425], [0.881, 0.544, -0.907], [0.762, -0.963, -0.581], [0.939, -1.918, 2.942], [1.055, -2.021, 1.682], [0.325, -1.277, 0.776], [-0.965, 2.061, 0.533], [-2.185, 2.224, -0.725], [-2.754, 0.634, 0.630], [-0.074, 2.289, -1.778], [-0.727, 0.763, -2.321], [1.650, 0.665, -1.727], [1.509, 1.117, -0.223], [1.641, -1.544, -0.842], [-0.074, -1.335, -1.226], [0.536, -1.040, 3.248], [1.607, -2.767, 1.113], [-0.417, -0.661, 1.078]], "atomic_forces_ev_per_a": [[-1.6, -1.5, 1.0], [0.4, 0.6, -0.5], [0.6, 0.9, 0.2], [2.3, 0.1, -1.6], [-2.0, -0.1, -0.4], [1.4, -0.8, 0.3], [-1.7, 1.3, -0.7], [0.8, 0.6, -0.3], [0.5, 0.3, -0.4], [0.1, 0.2, -0.3], [-0.2, -0.1, 0.2], [0.3, -0.5, 0.0], [-0.4, 0.0, 0.5], [-0.9, -0.7, 0.1], [-0.8, 0.0, 1.0], [0.3, 0.2, 0.1], [0.8, 0.2, 0.0], [-0.5, -0.1, -0.3], [0.4, -0.4, 0.7], [0.0, -0.2, 0.3]]}

=====

(5)
{"formula": "C5H8N2", "method": "ωB97M-V/def2-TZVPD", "relative_energy_kcal_mol": 81.1, "total_charge": 2, "e_tot_ev": -8270.552, "lumo_ev": [-9.87, -10.50], "orbital_gap_ev": [8.79, 7.45], "symbols": ["C", "C", "C", "C", "C", "N", "N", "H", "H", "H", "H", "H", "H", "H", "H"], "xyz": [[0.308, 3.338, -2.539], [-0.595, -1.708, 0.807], [-0.868, -2.568, 1.885], [1.033, 2.309, -0.468], [0.039, -0.187, -1.008], [0.739, 2.888, -1.559], [-0.181, -0.844, 0.124], [0.269, 3.628, -3.507], [-0.594, -3.568, 1.539], [-0.185, -2.286, 2.636], [-1.884, -2.807, 2.002], [0.531, 2.038, 0.462], [2.119, 2.244, -0.257], [0.968, -0.474, -1.511], [-0.575, 0.644, -1.316]], "atomic_forces_ev_per_a": [[1.6, -1.0, 2.9], [0.9, 2.2, -1.0], [0.8, -1.6, -1.7], [3.5, -1.6, 3.6], [1.7, 0.6, -0.6], [-2.6, 1.2, -2.2], [-1.9, -2.2, 0.8], [-0.7, 1.1, -2.9], [0.8, -0.3, -0.1], [0.2, 0.2, 1.7], [-1.7, 0.7, 1.0], [-1.2, 0.7, -0.8], [-0.4, 0.0, -0.5], [-0.5, 0.2, -0.1], [-0.4, -0.4, 0.1]]}

=====

(6)
{"formula": "C30H68F5GaO13P3", "method": "ωB97M-V/def2-TZVPD", "total_charge": -1, "e_tot_ev": -152652.793, "lumo_ev": -0.72, "orbital_gap_ev": 4.55, "symbols": ["C", "C", "C", "C", "C", "C", "C", "Ga", "O", "C", "C", "C", "C", "F", "F", "C", "F", "F", "F", "H", "H", "H", "H", "H", "H", "H", "H", "H", "H", "H", "H", "H", "H", "H", "H", "H", "H", "H", "H", "H", "H", "H", "O", "P", "O", "C", "C", "O", "C", "C", "O", "C", "C", "H", "H", "H", "H", "H", "H", "H", "H", "H", "H", "H", "H", "H", "H", "H", "O", "P", "O", "C", "C", "O", "C", "C", "O", "C", "C", "H", "H", "H", "H", "H", "H", "H", "H", "H", "H", "H", "H", "H", "H", "H", "O", "P", "O", "C", "C", "O", "C", "C", "O", "C", "C", "H", "H", "H", "H", "H", "H", "H", "H", "H", "H", "H", "H", "H", "H", "H"], "xyz": [[3.391, 4.576, 5.542], [2.644, 3.147, 5.246], [3.551, 1.949, 5.959], [2.597, 0.602, 6.078], [1.992, 0.074, 4.649], [0.526, 0.684, 4.242], [-0.565, 0.755, 5.463], [-2.490, 0.637, 4.721], [-2.499, -0.318, 3.052], [-3.415, 2.455, 4.387], [-2.513, 3.774, 4.754], [-3.010, 4.502, 6.176], [-3.777, -0.456, 5.981], [-3.049, -1.710, 6.304], [-5.014, -0.689, 5.149], [-4.189, 0.427, 7.338], [-4.372, -0.564, 8.424], [-3.048, 1.325, 7.660], [-5.441, 1.231, 7.130], [3.120, 5.299, 4.638], [4.566, 4.387, 5.611], [2.986, 5.098, 6.512], [1.558, 3.056, 5.707], [2.524, 2.894, 4.088], [3.882, 2.304, 7.049], [4.519, 1.701, 5.343], [3.323, -0.261, 6.471], [1.808, 0.764, 6.927], [2.750, 0.442, 3.803], [2.021, -1.103, 4.602], [0.077, -0.051, 3.417], [0.657, 1.731, 3.688], [-0.375, 1.664, 6.203], [-0.397, -0.226, 6.121], [-3.191, 0.171, 2.508], [-3.714, 2.524, 3.242], [-4.398, 2.484, 5.022], [-2.756, 4.585, 3.911], [-1.355, 3.611, 4.727], [-2.675, 5.640, 6.211], [-4.189, 4.516, 6.263], [-2.570, 3.858, 7.051], [0.655, -2.541, -3.201], [0.485, -2.493, -1.663], [-0.359, -1.063, -1.653], [-1.477, -0.879, -2.505], [-2.767, -1.063, -1.733], [1.984, -1.844, -1.358], [3.091, -2.206, -2.168], [3.365, -1.108, -3.180], [0.296, -2.440, 0.056], [-0.895, -2.949, 0.627], [-1.289, -4.303, 0.073], [-1.462, -1.555, -3.365], [-1.427, 0.145, -2.888], [-2.897, -2.111, -1.446], [-3.628, -0.771, -2.341], [-2.763, -0.468, -0.813], [2.927, -3.174, -2.653], [3.959, -2.321, -1.512], [2.478, -0.874, -3.774], [4.174, -1.397, -3.859], [3.650, -0.183, -2.670], [-1.697, -2.219, 0.508], [-0.716, -3.044, 1.704], [-1.527, -4.243, -0.993], [-2.168, -4.689, 0.597], [-0.468, -5.020, 0.182], [-6.845, 2.039, -2.469], [-7.015, 2.086, -0.931], [-7.859, 3.516, -0.920], [-8.977, 3.700, -1.772], [-10.267, 3.516, -1.000], [-5.516, 2.736, -0.625], [-4.409, 2.373, -1.436], [-4.135, 3.471, -2.448], [-7.204, 2.139, 0.788], [-8.395, 1.630, 1.359], [-8.789, 0.276, 0.806], [-8.962, 3.025, -2.633], [-8.927, 4.724, -2.156], [-10.397, 2.469, -0.714], [-11.128, 3.808, -1.608], [-10.263, 4.111, -0.081], [-4.573, 1.406, -1.921], [-3.541, 2.258, -0.780], [-5.022, 3.706, -3.042], [-3.326, 3.182, -3.126], [-3.850, 4.397, -1.937], [-9.197, 2.361, 1.240], [-8.216, 1.535, 2.436], [-9.027, 0.336, -0.260], [-9.668, -0.110, 1.329], [-7.968, -0.440, 0.914], [9.962, -3.249, -6.697], [8.590, -3.584, -6.063], [7.752, -2.422, -6.904], [7.885, -2.314, -8.311], [6.701, -2.953, -9.006], [8.833, -2.694, -4.680], [10.131, -2.606, -4.115], [10.764, -1.278, -4.491], [7.057, -3.958, -5.354], [6.186, -4.838, -6.037], [6.877, -6.089, -6.540], [8.815, -2.760, -8.678], [7.914, -1.247, -8.552], [6.723, -4.040, -8.880], [6.718, -2.738, -10.078], [5.757, -2.592, -8.585], [10.754, -3.453, -4.419], [10.024, -2.663, -3.027], [10.775, -1.126, -5.572], [11.792, -1.217, -4.119], [10.189, -0.449, -4.066], [5.689, -4.302, -6.848], [5.403, -5.126, -5.327], [7.634, -5.850, -7.293], [6.152, -6.772, -6.992], [7.387, -6.606, -5.720]], "atomic_forces_ev_per_a": [[-0.6, 0.0, -0.9], [0.7, -0.9, 0.6], [-1.3, -0.1, 0.0], [1.6, -0.7, 0.4], [0.6, 0.8, -0.4], [-0.3, -0.6, -0.6], [1.4, -0.7, 0.6], [0.3, 0.7, -0.5], [-1.3, 1.2, -0.4], [-0.4, 1.0, -0.2], [-1.4, 1.5, -0.5], [0.2, -0.4, -0.5], [0.2, 0.8, -1.1], [-2.7, 2.4, 0.0], [2.4, -0.3, 2.7], [-0.2, -1.4, -0.1], [0.3, 3.7, -2.2], [-4.1, -2.7, -0.5], [4.3, -2.5, 1.2], [0.9, -1.3, 2.0], [-2.6, 0.6, -0.2], [0.9, -1.2, -1.8], [2.2, 0.5, -0.9], [0.4, 0.8, 2.5], [-0.7, -0.8, -2.3], [-1.8, 0.6, 1.1], [-1.6, 1.7, -0.7], [1.2, -0.3, -1.9], [-1.4, -0.9, 1.7], [-0.3, 2.4, 0.3], [0.9, 1.6, 1.7], [-0.3, -2.2, 1.3], [-0.3, -1.8, -1.6], [-0.3, 2.0, -1.2], [1.4, -1.0, 1.1], [0.5, -0.1, 2.3], [1.6, 0.2, -1.3], [0.7, -1.6, 1.7], [-2.2, 0.1, 0.3], [-0.4, -2.5, 0.1], [2.4, -0.2, -0.3], [-0.9, 1.5, -1.4], [-1.5, -3.9, 1.8], [3.2, 9.1, -0.3], [-1.0, -1.0, -0.2], [-0.3, 0.4, -0.2], [-0.2, 0.0, 0.2], [-0.4, -1.5, 0.6], [0.3, 0.2, -0.3], [0.1, 0.2, -0.1], [0.1, -3.4, -1.9], [-0.6, 0.0, 0.7], [0.1, -0.1, 0.1], [0.2, 0.1, 0.1], [0.1, 0.0, 0.0], [0.0, 0.0, 0.0], [0.1, 0.0, 0.0], [0.0, 0.0, -0.2], [0.0, 0.2, -0.1], [-0.1, 0.0, 0.1], [0.0, -0.2, 0.0], [0.0, 0.0, 0.1], [0.0, -0.2, 0.0], [0.0, 0.0, 0.0], [0.1, 0.2, -0.2], [-0.1, 0.1, -0.2], [0.1, 0.0, -0.1], [-0.1, 0.1, 0.1], [-1.6, -3.9, 1.8], [3.7, 8.9, -0.4], [-1.2, -0.8, -0.1], [-0.2, 0.4, -0.2], [-0.2, -0.1, 0.2], [-0.7, -1.6, 0.6], [0.4, 0.1, -0.4], [0.0, 0.2, -0.1], [-0.1, -3.3, -1.8], [-0.3, 0.0, 0.6], [0.1, -0.1, 0.1], [0.2, 0.1, 0.1], [0.1, -0.1, 0.0], [0.0, 0.0, 0.0], [0.1, 0.0, 0.0], [0.0, 0.0, -0.2], [0.0, 0.2, 0.0], [-0.2, 0.0, 0.1], [0.0, -0.2, 0.0], [0.0, 0.0, 0.1], [0.1, -0.2, 0.0], [-0.1, 0.0, -0.1], [0.2, 0.1, -0.2], [-0.1, 0.1, -0.1], [0.1, 0.0, -0.1], [-0.1, 0.1, 0.1], [-1.1, -4.5, 0.0], [-0.7, 9.5, 1.9], [-0.1, -1.1, -0.9], [-0.1, 0.4, -0.4], [-0.2, -0.1, -0.1], [-0.4, -1.8, 0.0], [0.5, 0.3, 0.1], [0.0, 0.2, 0.0], [2.4, -2.8, -0.6], [-0.7, -0.2, 0.0], [0.0, -0.1, 0.2], [0.0, 0.1, 0.2], [0.0, 0.0, 0.1], [0.0, 0.0, -0.1], [0.0, 0.0, 0.1], [0.2, 0.0, -0.1], [0.0, 0.2, -0.1], [-0.2, 0.0, -0.1], [0.1, -0.2, 0.1], [-0.1, 0.0, 0.0], [0.1, -0.1, 0.1], [0.1, 0.0, -0.1], [0.2, 0.1, 0.0], [0.0, 0.1, -0.2], [0.1, 0.1, 0.0], [-0.1, 0.0, 0.0]]}

=====

Number 1: maximum force 0.86 eV Å⁻¹. Number 2: maximum force 6.54 eV Å⁻¹. Number 3: maximum force 0.53 eV Å⁻¹. Number 4: maximum force 2.82 eV Å⁻¹. Number 5: maximum force 5.24 eV Å⁻¹. Number 6: maximum force 9.71 eV Å⁻¹.